(1)
C28H52Br4ClNO5 | wB97M-V/def2-TZVPD

Bonds (Å) are listed after each position.
Positions of all 91 atoms, in Å:
1 C -0.55 -2.53 -1.92  C7 1.533, O43 1.444, C70 1.545, C77 1.563
2 C 0.08 -2.33 3.22  O29 1.419, H46 1.093, H89 1.095, C91 1.532
3 H 2.39 6.90 6.16  C42 1.094
4 H -1.05 -0.89 4.40  C91 1.085
5 H 0.76 -0.51 0.58  C6 1.087
6 C 0.86 -1.43 1.16  H5 1.087, O29 1.414, C52 1.552, H80 1.093
7 C -1.81 -1.90 -1.31  C1 1.533, H10 1.091, H19 1.091, C40 1.534
8 C -0.57 -1.26 -5.71  H31 1.089, C37 1.505, H50 1.085, H69 1.089
9 H 1.98 3.85 1.16  C16 1.091
10 H -1.81 -1.96 -0.22  C7 1.091
11 C 3.80 -2.21 -0.35  C51 1.346, H61 1.084, H63 1.085
12 H 0.66 3.92 2.35  C16 1.093
13 H 1.30 -4.24 -3.73  C48 1.089
14 C 0.88 2.86 -2.81  H47 1.089, H59 1.090, C60 1.531, H72 1.091
15 Br -1.75 -6.63 1.15  C53 1.963
16 C 1.28 4.51 1.68  H9 1.091, H12 1.093, O34 1.416, H90 1.094
17 H 0.04 2.98 -0.79  C60 1.089
18 H -0.03 0.27 -1.76  C76 1.089
19 H -2.69 -2.47 -1.63  C7 1.091
20 H 1.49 -4.62 0.13  C49 1.094
21 H -1.86 6.58 4.37  C85 1.094
22 N -0.26 7.02 3.10  H71 1.012, C79 1.460, C85 1.457
23 H -0.93 -2.51 5.09  C91 1.090
24 H -2.35 2.22 -1.82  C25 1.093
25 C -1.34 1.90 -2.07  H24 1.093, C60 1.532, C76 1.537, H82 1.097
26 O 1.20 5.50 5.20  C38 1.423, C42 1.414
27 H -1.82 -4.25 -0.17  C88 1.083
28 H 2.39 7.00 4.38  C42 1.095
29 O -0.13 -1.39 2.17  C2 1.419, C6 1.414
30 C -0.80 5.54 1.08  O34 1.415, H57 1.097, C79 1.525, H81 1.094
31 H -0.03 -1.98 -6.32  C8 1.089
32 O -0.70 -4.60 -3.29  C48 1.401, C77 1.427
33 H 2.17 -3.64 1.38  C49 1.091
34 O 0.51 5.17 0.69  C16 1.416, C30 1.415
35 C -1.17 -7.35 -1.53  H44 1.089, C53 1.525, H56 1.084, H58 1.090
36 H -2.46 -0.33 -2.69  C40 1.087
37 C -0.98 -1.86 -4.40  C8 1.505, Br64 1.895, C70 1.336
38 C -0.02 6.20 5.40  O26 1.423, H74 1.093, C85 1.513, H86 1.094
39 H -0.77 3.95 -2.03  C60 1.092
40 C -2.11 -0.44 -1.67  C7 1.534, H36 1.087, H73 1.094, C76 1.524
41 H 0.47 -1.48 5.16  C91 1.087
42 C 2.35 6.32 5.23  H3 1.094, O26 1.414, H28 1.095, H65 1.089
43 O 0.56 -2.10 -1.11  C1 1.444, C52 1.417
44 H -1.09 -7.08 -2.58  C35 1.089
45 H 3.14 -3.87 -1.48  C51 1.086
46 H 1.14 -2.58 3.30  C2 1.093
47 H 0.58 3.25 -3.79  C14 1.089
48 C 0.52 -4.99 -3.86  H13 1.089, O32 1.401, Cl54 1.772, H84 1.091
49 C 1.87 -3.62 0.33  H20 1.094, H33 1.091, C51 1.500, C52 1.558
50 H -0.01 -0.34 -5.57  C8 1.085
51 C 2.98 -3.25 -0.60  C11 1.346, H45 1.086, C49 1.500
52 C 0.67 -2.64 0.20  C6 1.552, O43 1.417, C49 1.558, H66 1.091
53 C -0.99 -6.16 -0.60  Br15 1.963, C35 1.525, H67 1.086, C88 1.545
54 Cl 0.25 -5.21 -5.59  C48 1.772
55 H -0.41 7.63 1.13  C79 1.093
56 H -2.13 -7.84 -1.38  C35 1.084
57 H -1.26 4.73 1.67  C30 1.097
58 H -0.38 -8.08 -1.31  C35 1.090
59 H 1.20 1.83 -2.93  C14 1.090
60 C -0.29 2.99 -1.83  C14 1.531, H17 1.089, C25 1.532, H39 1.092
61 H 4.17 -2.00 0.64  C11 1.084
62 H 0.43 -4.46 -1.64  C77 1.090
63 H 4.13 -1.58 -1.17  C11 1.085
64 Br -2.77 -2.50 -4.41  C37 1.895
65 H 3.22 5.66 5.19  C42 1.089
66 H -0.23 -3.14 0.57  C52 1.091
67 H 0.08 -6.05 -0.42  C53 1.086
68 Br 1.59 -1.33 -3.54  C70 1.923
69 H -1.47 -1.00 -6.26  C8 1.089
70 C -0.21 -1.96 -3.31  C1 1.545, C37 1.336, Br68 1.923
71 H 0.72 6.77 3.01  N22 1.012
72 H 1.70 3.48 -2.47  C14 1.091
73 H -2.95 -0.16 -1.03  C40 1.094
74 H 0.16 7.23 5.74  C38 1.093
75 H -0.91 0.78 -0.31  C76 1.092
76 C -1.00 0.57 -1.38  H18 1.089, C25 1.537, C40 1.524, H75 1.092
77 C -0.54 -4.09 -1.96  C1 1.563, O32 1.427, H62 1.090, C88 1.546
78 H -1.94 7.17 1.87  C79 1.095
79 C -0.88 6.89 1.79  N22 1.460, C30 1.525, H55 1.093, H78 1.095
80 H 1.85 -1.44 1.60  C6 1.093
81 H -1.37 5.61 0.16  C30 1.094
82 H -1.35 1.69 -3.15  C25 1.097
83 H -0.97 5.15 3.82  C85 1.099
84 H 0.82 -5.96 -3.46  C48 1.091
85 C -0.86 6.19 4.14  H21 1.094, N22 1.457, C38 1.513, H83 1.099
86 H -0.57 5.68 6.18  C38 1.094
87 Br -3.27 -5.17 -1.96  C88 1.953
88 C -1.58 -4.81 -1.06  H27 1.083, C53 1.545, C77 1.546, Br87 1.953
89 H -0.48 -3.24 3.00  C2 1.095
90 H 1.88 5.22 2.26  C16 1.094
91 C -0.39 -1.74 4.55  C2 1.532, H4 1.085, H23 1.090, H41 1.087

## Properties
Net charge: 0
Spin multiplicity: 1
SMILES string: C=CC[C@@H](COCC)O[C@@](CCCCCC)(/C(Br)=C(/C)Br)[C@H](OCCl)[C@@H](Br)[C@H](C)Br.COCCNCCOC
Gap between HOMO and LUMO: 9.16 eV
E_HOMO: -8.7 eV

(2)
C23H27N3O7S | wB97M-V/def2-TZVPD

Bonds (Å) are listed after each position.
Positions of all 61 atoms, in Å:
1 O -4.38 1.74 1.11  C38 1.418, C60 1.360
2 C 6.85 -1.10 0.76  C11 1.483, O12 1.341, C25 1.364
3 H -7.30 -3.20 1.39  C23 1.087
4 H -4.86 2.33 -1.56  C27 1.087
5 C -0.64 3.65 -1.47  C10 1.520, H26 1.086, H35 1.086, H47 1.087
6 O -2.60 -3.83 -1.38  C45 1.213
7 C -2.19 -0.34 -1.02  C29 1.389, C30 1.389, H59 1.077
8 C -4.23 -0.57 0.85  O16 1.358, C49 1.386, C60 1.412
9 C 5.04 0.13 0.93  N22 1.311, C25 1.424, N31 1.367
10 C -1.11 2.20 -1.57  C5 1.520, H17 1.100, O33 1.416, H53 1.098
11 C 8.14 -1.82 0.82  C2 1.483, H24 1.088, H28 1.085, H44 1.089
12 O 5.98 -1.43 -0.21  C2 1.341, N22 1.363
13 H -6.23 -2.56 0.14  C23 1.087
14 C 0.30 -1.83 -0.90  C36 1.398, C48 1.397, N57 1.392
15 C 2.00 0.23 -0.22  S21 1.773, C43 1.381, C56 1.382
16 O -5.24 -0.55 1.76  C8 1.358, C40 1.413
17 H -1.34 1.95 -2.62  C10 1.100
18 H -5.13 -2.52 2.41  C40 1.097
19 O 2.23 2.60 0.92  S21 1.433
20 H -3.94 -2.69 0.63  C49 1.077
21 S 3.00 1.64 0.18  C15 1.773, O19 1.433, N31 1.700, O34 1.430
22 N 4.86 -0.67 -0.10  C9 1.311, O12 1.363
23 C -6.79 -2.31 1.03  H3 1.087, H13 1.087, C40 1.526, H55 1.087
24 H 7.98 -2.89 0.89  C11 1.088
25 C 6.31 -0.11 1.53  C2 1.364, C9 1.424, H37 1.069
26 H -0.36 3.87 -0.45  C5 1.086
27 C -5.41 2.88 -0.80  H4 1.087, C38 1.524, H39 1.086, H51 1.088
28 H 8.72 -1.48 1.68  C11 1.085
29 C -2.60 -1.59 -0.58  C7 1.389, C45 1.483, C49 1.389
30 C -2.73 0.82 -0.47  C7 1.389, O33 1.365, C60 1.406
31 N 4.08 1.01 1.33  C9 1.367, S21 1.700, H42 1.007
32 H -5.11 3.58 1.22  C38 1.094
33 O -2.27 2.07 -0.78  C10 1.416, C30 1.365
34 O 3.72 2.09 -0.97  S21 1.430
35 H 0.22 3.80 -2.11  C5 1.086
36 C 0.19 -1.21 0.35  C14 1.398, C56 1.380, H58 1.078
37 H 6.74 0.38 2.37  C25 1.069
38 C -4.58 2.99 0.47  O1 1.418, C27 1.524, H32 1.094, H41 1.093
39 H -5.63 3.87 -1.18  C27 1.086
40 C -5.87 -1.76 2.12  O16 1.413, H18 1.097, C23 1.526, H50 1.094
41 H -3.62 3.48 0.26  C38 1.093
42 H 4.34 1.66 2.06  N31 1.007
43 C 2.18 -0.42 -1.42  C15 1.381, H46 1.077, C48 1.382
44 H 8.71 -1.63 -0.09  C11 1.089
45 C -1.97 -2.83 -1.10  O6 1.213, C29 1.483, N57 1.378
46 H 2.97 -0.09 -2.08  C43 1.077
47 H -1.44 4.32 -1.78  C5 1.087
48 C 1.34 -1.46 -1.76  C14 1.397, C43 1.382, H52 1.080
49 C -3.63 -1.70 0.34  C8 1.386, H20 1.077, C29 1.389
50 H -6.46 -1.50 3.01  C40 1.094
51 H -6.34 2.36 -0.59  C27 1.088
52 H 1.45 -1.97 -2.71  C48 1.080
53 H -0.32 1.54 -1.21  C10 1.098
54 H -0.26 -3.56 -1.87  N57 1.013
55 H -7.54 -1.56 0.78  C23 1.087
56 C 1.03 -0.17 0.68  C15 1.382, C36 1.380, H61 1.078
57 N -0.61 -2.80 -1.30  C14 1.392, C45 1.378, H54 1.013
58 H -0.58 -1.53 1.04  C36 1.078
59 H -1.44 -0.26 -1.79  C7 1.077
60 C -3.77 0.71 0.47  O1 1.360, C8 1.412, C30 1.406
61 H 0.94 0.35 1.62  C56 1.078

## Properties
Net charge: 0
Spin multiplicity: 1
SMILES string: CCOc1cc(C(=O)Nc2ccc(S(=O)(=O)Nc3cc(C)on3)cc2)cc(OCC)c1OCC
Gap between HOMO and LUMO: 8.36 eV
E_HOMO: -8.0 eV